Record 1
{"formula": "C20H60N10O10", "method": "the ωB97M-V functional and the def2-TZVPD basis", "gap_ev": 7.58, "spin_multiplicity": 1, "charge": 0, "energy_ha": -2097.979027, "e_lumo_ha": -0.032, "smiles": "NC(N)=O.NC(N)=O.NC(N)=O.NC(N)=O.NC(N)=O.CC(C)O.CC(C)O.CC(C)O.CC(C)O.CC(C)O", "e_above_lowest_ev": 6.0807, "homo_energy_ev": -8.445, "species": ["N", "C", "N", "O", "H", "H", "H", "H", "N", "C", "N", "O", "H", "H", "H", "H", "N", "C", "N", "O", "H", "H", "H", "H", "N", "C", "N", "O", "H", "H", "H", "H", "N", "C", "N", "O", "H", "H", "H", "H", "C", "C", "C", "O", "H", "H", "H", "H", "H", "H", "H", "H", "C", "C", "C", "O", "H", "H", "H", "H", "H", "H", "H", "H", "C", "C", "C", "O", "H", "H", "H", "H", "H", "H", "H", "H", "C", "C", "C", "O", "H", "H", "H", "H", "H", "H", "H", "H", "C", "C", "C", "O", "H", "H", "H", "H", "H", "H", "H", "H"], "xyz": [[10.717190, 2.998100, 9.912410], [11.388337, 2.310675, 9.068681], [12.305517, 3.109909, 8.569212], [11.121320, 1.197837, 8.751218], [11.069042, 3.923890, 10.110408], [9.901237, 2.581435, 10.337510], [12.938505, 2.713936, 7.889043], [12.217847, 4.092026, 8.788020], [15.619586, 5.225985, 10.729517], [16.295153, 6.386130, 10.652541], [15.465175, 7.285990, 11.038944], [17.308261, 6.615338, 10.010486], [14.956126, 5.014123, 11.460976], [15.800487, 4.362264, 10.238227], [14.599368, 7.165392, 11.544848], [15.811610, 8.196015, 10.770708], [12.135643, -1.397419, 14.562910], [12.377392, -2.607111, 14.926831], [11.346514, -3.408946, 14.985135], [13.553433, -3.078287, 15.043693], [12.987646, -0.871883, 14.428771], [11.199317, -1.134867, 14.290009], [11.422489, -4.413189, 15.061481], [10.415325, -3.077168, 14.777963], [15.237614, -1.767906, 12.910849], [16.106196, -2.258974, 12.065103], [16.631519, -1.306331, 11.302504], [16.512441, -3.361842, 11.990471], [14.906209, -0.815179, 12.961856], [14.911949, -2.385690, 13.640492], [16.400737, -0.427713, 11.743945], [17.443075, -1.539517, 10.748344], [12.165125, 1.308172, 13.166943], [13.412693, 1.295571, 12.694209], [13.517587, 2.143671, 11.644309], [14.287764, 0.742439, 13.230401], [11.488504, 2.014210, 12.914375], [12.114299, 0.770092, 14.020160], [14.372700, 2.469137, 11.216580], [12.688613, 2.620106, 11.318888], [6.881399, -0.441935, 14.127841], [8.273915, -0.885632, 13.660915], [9.226216, 0.204452, 13.036615], [8.899712, -1.576620, 14.757075], [5.986287, -0.616009, 13.530706], [6.995897, 0.616715, 14.360801], [6.531209, -0.858209, 15.072398], [8.177717, -1.705583, 12.949213], [10.087336, -0.356780, 12.673867], [9.601995, 0.887143, 13.798738], [8.827708, 0.759176, 12.187164], [8.174114, -1.910852, 15.289439], [15.867653, -1.102847, 7.086433], [16.204753, 0.155431, 7.907604], [15.246526, 0.570431, 9.085737], [17.415520, -0.085820, 8.438374], [15.950799, -2.092738, 7.535104], [16.394237, -1.173152, 6.134667], [14.827573, -1.080289, 6.761104], [16.325301, 0.929407, 7.149632], [14.992056, -0.266463, 9.736099], [14.392270, 1.002106, 8.564207], [15.657214, 1.362555, 9.711806], [17.687224, -0.947957, 8.115129], [13.557128, 0.291767, 17.519776], [12.628063, -0.132837, 18.637562], [11.836305, -1.409663, 18.454004], [13.328610, -0.179213, 19.863933], [12.882713, 0.507014, 16.690964], [14.244362, -0.493867, 17.205786], [14.168614, 1.139012, 17.830187], [11.958160, 0.706207, 18.825499], [11.019989, -1.269067, 17.745512], [11.358764, -1.783717, 19.359619], [12.642308, -2.071525, 18.137142], [13.435246, -1.096140, 20.127517], [7.893599, 4.943558, 12.654317], [8.650691, 4.259961, 13.715266], [7.752347, 3.290295, 14.433095], [9.828012, 3.587019, 13.336380], [7.743530, 4.214620, 11.857932], [8.573912, 5.769525, 12.446816], [6.848965, 5.198976, 12.832119], [8.970299, 4.952579, 14.493885], [8.330038, 2.790071, 15.210367], [7.316070, 2.518681, 13.798756], [6.926002, 3.826835, 14.899340], [10.215350, 4.140340, 12.654185], [17.193966, 2.968687, 13.538491], [17.194146, 3.791572, 14.844720], [17.520396, 2.962719, 16.109314], [18.286179, 4.660486, 14.652782], [16.724367, 1.986048, 13.583085], [18.167102, 2.992951, 13.048074], [16.607556, 3.538233, 12.817493], [16.269337, 4.368458, 14.840955], [17.522454, 3.681639, 16.928613], [18.471180, 2.470520, 15.904788], [16.671202, 2.313004, 16.321089], [18.198740, 5.382086, 15.279871]], "atomic_forces_ev_per_a": [[-3.534, 2.475, 4.772], [0.420, -0.932, -1.943], [3.223, 0.856, -1.911], [-0.022, -2.802, -0.744], [-1.007, -0.230, 0.523], [0.145, 0.447, 0.108], [-0.002, 0.628, 0.038], [0.768, -0.311, -0.839], [-0.800, -4.761, 0.295], [1.027, -2.125, -3.087], [-1.438, 5.706, 1.827], [0.056, -0.402, 0.680], [0.150, 0.670, 0.066], [1.080, 0.530, -0.104], [0.455, 0.029, -0.367], [-0.535, 0.353, 0.682], [-0.218, 3.551, -0.402], [4.598, -4.368, -0.126], [-3.264, -2.085, 0.441], [-1.766, 1.314, 0.408], [-0.340, 0.371, -0.288], [0.396, 0.294, 0.029], [0.602, 0.442, 0.090], [0.113, 0.165, 0.099], [-2.551, -0.358, 2.611], [0.919, 1.465, -0.327], [0.133, 2.071, -1.275], [0.723, -4.716, 0.052], [0.411, -0.306, -0.248], [-0.238, -0.107, 0.043], [1.131, 0.598, -1.078], [-0.179, 0.609, 0.305], [-1.315, -0.888, 0.986], [-2.755, 3.889, -1.936], [0.349, 1.222, -1.614], [3.978, -2.516, 2.007], [0.001, -0.355, 0.388], [-0.745, 0.623, -0.070], [0.012, -0.675, 0.380], [0.191, -0.338, -0.029], [-0.018, 1.202, 0.468], [-0.625, -0.848, -0.812], [-0.250, -1.526, 1.084], [0.764, 0.713, 0.266], [0.539, 0.178, -0.824], [-0.555, 0.109, -0.096], [0.595, -0.440, 0.291], [-0.250, 0.377, -0.699], [0.073, 0.124, -0.207], [-0.326, 0.128, 0.045], [-0.348, -0.158, 0.197], [0.175, -0.084, 0.193], [-2.047, 0.038, -0.709], [-1.773, -0.744, -0.168], [-0.045, -0.084, -1.931], [3.535, -0.508, 1.424], [0.302, 0.243, 0.789], [0.503, 0.416, 0.127], [-0.290, 0.112, 0.011], [-0.501, 0.671, 0.116], [-0.099, 0.022, -0.303], [-0.568, -0.180, 0.439], [0.505, -0.038, -0.204], [0.472, 0.123, 0.260], [-0.402, -0.671, -0.192], [-0.577, 1.178, 1.233], [0.566, 0.320, -0.457], [0.699, -0.304, 0.726], [0.373, 0.387, -0.368], [-0.055, -0.227, 0.018], [-0.328, 0.152, -0.103], [-0.393, 0.170, -0.351], [0.352, -0.307, -0.465], [0.280, 0.248, 0.235], [-0.655, -0.886, -0.410], [0.149, -0.070, 0.042], [0.534, -0.075, -1.242], [-1.269, -0.774, 2.976], [0.036, -0.623, 0.593], [0.276, -0.212, -1.215], [0.592, 0.174, -0.639], [-0.801, 0.504, -1.153], [0.394, 0.583, 0.797], [-0.131, 0.537, -0.008], [-0.139, -0.121, 0.145], [0.135, 0.137, -0.295], [0.063, 0.028, 0.073], [0.401, 0.016, -0.129], [-0.714, 0.611, -0.358], [0.998, -1.502, -0.728], [-1.606, 1.034, -0.913], [0.338, 1.158, -0.136], [0.309, -0.084, 0.254], [0.251, -0.536, 0.534], [-0.296, 0.073, -0.125], [-0.244, -0.095, 0.674], [0.596, -0.171, 0.252], [-0.192, -0.106, 0.467], [0.322, -0.553, -0.018], [0.197, 0.130, 0.087]]}


Record 2
{"formula": "C7H10", "method": "the ωB97M-V functional and the def2-TZVPD basis", "gap_ev": 9.77, "spin_multiplicity": 1, "charge": 0, "energy_ha": -272.651775, "e_lumo_ha": 0.042, "smiles": "C1=C[C@@H]2CC[C@@H]2C1", "e_above_lowest_ev": 1.8020, "homo_energy_ev": -8.639, "species": ["C", "C", "C", "C", "C", "C", "C", "H", "H", "H", "H", "H", "H", "H", "H", "H", "H"], "xyz": [[1.544398, -0.018626, 0.868842], [1.190217, 1.108029, 0.266932], [-0.066841, 0.965776, -0.530229], [-1.371005, 0.844052, 0.329250], [-1.514898, -0.637398, -0.103832], [-0.142992, -0.568178, -0.794607], [1.008858, -1.154424, 0.054845], [2.370140, -0.085896, 1.570218], [1.897393, 1.902066, 0.162149], [-0.131804, 1.675760, -1.359843], [-2.197823, 1.499583, 0.038331], [-1.182502, 0.960108, 1.401649], [-1.561905, -1.378983, 0.701981], [-2.350224, -0.813450, -0.787905], [-0.103720, -0.883757, -1.841794], [0.757656, -2.033407, 0.635275], [1.855056, -1.381252, -0.611267]], "atomic_forces_ev_per_a": [[0.509, 0.242, -0.585], [0.089, 0.391, 0.137], [0.192, 0.075, -0.076], [-0.073, 0.134, 0.058], [-0.105, -0.094, 0.011], [0.084, -0.209, -0.028], [-0.036, -0.430, -0.027], [0.037, -0.217, -0.251], [-0.256, 1.177, 0.696], [-0.084, -0.322, -0.034], [0.138, -0.088, 0.031], [-0.002, 0.076, -0.228], [-0.109, 0.181, -0.091], [0.123, 0.035, 0.082], [-0.017, -0.089, 0.244], [-0.256, -0.416, -0.124], [-0.234, -0.446, 0.185]]}


Record 3
{"formula": "C4H7O2P2", "method": "the ωB97M-V functional and the def2-TZVPD basis", "gap_ev": 8.33, "spin_multiplicity": 1, "charge": -1, "energy_ha": -989.752655, "e_lumo_ha": 0.145, "e_above_lowest_ev": 0.2290, "homo_energy_ev": -4.388, "species": ["C", "C", "C", "C", "O", "O", "P", "P", "H", "H", "H", "H", "H", "H", "H"], "xyz": [[0.538993, -1.972559, -0.274389], [0.305026, -0.768668, 0.619369], [-0.935449, 0.409230, 0.016136], [0.582530, 0.560302, 0.007334], [0.864119, -1.652142, -1.417773], [0.442773, -3.042272, 0.294956], [-1.951133, 1.186043, 1.302602], [1.448831, 0.450097, -1.681394], [0.187718, -0.738139, 1.623126], [-1.286801, 0.004404, -0.875434], [1.295151, 1.269724, 0.504840], [-0.911893, 1.608405, 2.132047], [-2.337713, 0.126496, 1.956743], [1.442714, 2.014736, -1.768059], [0.315135, 0.544344, -2.440103]], "atomic_forces_ev_per_a": [[-0.396, 1.354, 2.638], [-1.884, 3.073, -3.971], [3.711, -1.140, 2.814], [1.691, 0.021, -0.972], [0.211, -0.519, -2.459], [-0.062, -2.109, 0.102], [0.298, 2.474, -2.456], [0.241, 1.829, 0.827], [-0.126, -0.699, 3.045], [-0.979, -0.196, -1.366], [-1.681, -0.142, 0.280], [0.240, -0.154, 0.352], [-0.732, -2.388, 1.837], [0.173, -1.059, 0.173], [-0.707, -0.345, -0.846]]}


Record 4
{"formula": "C3H8N4", "method": "the ωB97M-V functional and the def2-TZVPD basis", "gap_ev": 9.94, "spin_multiplicity": 1, "charge": 0, "energy_ha": -338.090356, "e_lumo_ha": 0.028, "smiles": "[H]/N=C/C(N)=N\\[H].C=N", "e_above_lowest_ev": 1.7262, "homo_energy_ev": -9.178, "species": ["H", "N", "C", "C", "N", "N", "H", "H", "H", "H", "C", "N", "H", "H", "H"], "xyz": [[-0.058415, 1.933169, 1.968135], [-0.449765, 1.527819, 1.121345], [-0.575585, 0.274669, 1.129745], [-1.185495, -0.402721, -0.047925], [-1.365005, 0.409439, -1.113915], [-1.503585, -1.636271, -0.099865], [-1.272545, -2.152971, 0.742845], [-0.324475, -0.386041, 1.964565], [-1.928115, 0.074089, -1.876625], [-1.288595, 1.395459, -0.931975], [2.113365, 0.152389, -0.689215], [1.655885, -0.668801, 0.133105], [2.417375, -0.068211, -1.718895], [2.212795, 1.177819, -0.376525], [1.552155, -1.629831, -0.204795]], "atomic_forces_ev_per_a": [[-0.008, -0.309, 0.065], [-0.078, 0.448, -0.148], [-0.103, 0.011, 0.644], [-0.088, -0.365, -0.164], [-0.023, 0.227, -0.224], [-0.029, -0.262, -0.083], [0.055, 0.254, 0.139], [-0.009, 0.106, -0.067], [0.017, 0.024, 0.084], [-0.043, 0.088, -0.086], [0.282, -0.021, -0.750], [-0.107, -0.884, 0.623], [-0.048, -0.109, 0.115], [0.012, 0.489, 0.108], [0.170, 0.303, -0.256]]}


Record 5
{"formula": "C6H10N2", "method": "the ωB97M-V functional and the def2-TZVPD basis", "gap_ev": 9.50, "spin_multiplicity": 1, "charge": 0, "energy_ha": -343.777131, "e_lumo_ha": 0.037, "e_above_lowest_ev": 9.7848, "homo_energy_ev": -8.494, "species": ["C", "C", "C", "C", "C", "C", "H", "H", "H", "H", "H", "H", "H", "H", "H", "H", "N", "N"], "xyz": [[1.492446, -1.200327, 0.021793], [0.820728, 1.121030, -0.122948], [-0.671167, 1.121942, -0.149709], [-1.797443, -0.051331, -0.704001], [0.146561, -0.709011, 0.329598], [-0.049015, 0.495518, 1.061821], [2.145323, -1.525209, 0.799614], [1.420192, -2.201014, -0.654902], [2.598803, 0.579888, 0.068806], [0.961796, 2.252588, 0.341049], [-1.145733, 2.170673, 0.008169], [-2.804129, 0.505501, -0.303200], [-1.755373, -0.433020, -1.683152], [-1.455067, -1.933396, -0.072354], [0.000114, -0.289054, -0.778771], [-0.406686, 1.006068, 2.081761], [1.849404, 0.211739, -0.641897], [-1.350761, -1.122592, 0.398330]], "atomic_forces_ev_per_a": [[-0.296, -1.540, -1.907], [-0.910, 5.593, 3.933], [-3.755, 1.672, -0.852], [-0.471, 3.048, 6.505], [-4.884, -3.577, -1.123], [1.218, 4.753, -0.422], [0.720, 0.393, 0.848], [0.315, 2.849, 0.729], [-0.688, -1.028, -2.232], [1.494, -2.506, -2.196], [0.686, -1.623, -0.585], [2.008, -1.849, -1.599], [-0.073, -0.191, -1.269], [-0.674, -3.933, -1.704], [0.930, -2.335, 1.805], [1.471, -2.160, -2.145], [2.756, 0.130, 3.097], [0.153, 2.305, -0.881]]}


Record 6
{"formula": "C6H8S", "method": "the ωB97M-V functional and the def2-TZVPD basis", "gap_ev": 9.59, "spin_multiplicity": 1, "charge": 0, "energy_ha": -631.472179, "e_lumo_ha": 0.032, "smiles": "SC1C=CCC=C1", "e_above_lowest_ev": 3.2376, "homo_energy_ev": -8.712, "species": ["S", "C", "C", "C", "C", "C", "C", "H", "H", "H", "H", "H", "H", "H", "H"], "xyz": [[-1.606892, -0.191753, -1.177877], [-0.591697, 0.618253, 0.103295], [0.631833, 1.143072, -0.498373], [1.738880, 0.700694, -0.183640], [1.921459, -0.501339, 0.648029], [0.597681, -0.988207, 1.383678], [-0.698177, -0.578989, 1.269951], [-2.490136, 0.838976, -1.497012], [-1.116614, 1.321044, 0.664883], [0.555607, 1.930785, -1.370754], [2.609782, 1.195070, -0.622003], [2.338888, -1.346618, 0.053804], [2.630481, -0.529951, 1.493613], [1.091120, -1.734059, 2.159896], [-1.508732, -0.968107, 1.625970]], "atomic_forces_ev_per_a": [[-1.365, 1.129, -0.650], [-3.172, -3.028, 1.081], [-5.335, 3.430, -2.803], [7.267, -1.657, 1.114], [-1.315, -1.445, 1.498], [1.290, -1.595, 1.778], [10.642, 3.372, -4.817], [0.840, -0.809, 0.170], [-1.234, 1.880, 0.039], [-0.280, -1.389, 2.130], [0.100, -0.493, 0.083], [-0.612, 0.381, -0.009], [0.082, 1.036, -0.434], [-2.118, 0.917, -1.301], [-4.788, -1.728, 2.122]]}


Among the records above, which one has the lowest charge? C4H7O2P2